# 1
A cluster of 3 separate species, C4H7NOS in total in a non-equilibrium geometry, computed with ωB97M-V/def2-TZVPD.

Positions of all 14 atoms, in Å:
1 S -0.66974 2.05171 0.00385
2 O 1.21105 -1.28228 0.03567
3 N 0.92389 0.07304 0.06855
4 C -1.44503 -0.67708 -0.25859
5 C -2.75748 -0.46440 0.15842
6 C 2.15881 0.84152 -0.07373
7 C -0.37062 0.47355 -0.10750
8 H -1.09351 -1.55065 -0.81570
9 H -3.14615 0.54241 0.55721
10 H -3.58968 -1.21222 -0.06590
11 H 1.48567 -1.57906 0.91370
12 H 3.03034 0.62341 1.19403
13 H 2.66963 0.17989 -1.25322
14 H 1.59282 1.98015 -0.35678

Properties
E_tot: -18627.5606 eV
Multiplicity: 1
Lowest unoccupied orbital energy: -0.0015 hartree
Net charge: 0
Orbital gap: 0.30934 Eh

Here are the natural (NBO) charges for atoms 1 to 2, given in e: S -0.10; O -0.56

# 2
A cluster of 2 separate species, C5H15N2O in total in a non-equilibrium geometry, computed with ωB97M-V/def2-TZVPD.

Positions of all 23 atoms, in Å:
1 O 3.10199 -0.55088 -1.28134
2 N 0.49011 0.67435 -0.17573
3 N -1.79072 1.36307 -1.37484
4 C -0.42933 -0.51031 -0.53558
5 C -0.33940 -0.38273 1.84450
6 C -1.85589 0.08561 -0.64602
7 C 0.56926 0.72028 1.33866
8 C -0.18316 -1.35684 0.68918
9 H 0.05207 1.51017 -0.57066
10 H 0.85561 -1.68954 0.63784
11 H -1.34806 -0.11331 2.13571
12 H 3.78929 -0.20087 -1.87362
13 H -2.28971 0.30342 0.30719
14 H -2.24974 2.05548 -0.80381
15 H 0.05338 -0.83140 2.74979
16 H -2.13079 1.36014 -2.32172
17 H -0.71296 -2.28690 0.79692
18 H 3.51797 -1.37835 -0.99133
19 H 1.61968 0.58244 1.60436
20 H -0.14486 -0.91068 -1.46452
21 H 1.38818 0.48347 -0.60099
22 H 0.46425 1.73938 1.72014
23 H -2.42716 -0.66599 -1.18415

Properties
E_tot: -10450.1251 eV
Multiplicity: 1
Lowest unoccupied orbital energy: -0.0957 hartree
Net charge: +1
Orbital gap: 0.41063 Eh

Here are the natural (NBO) charges for atoms 1 to 2, given in e: O -0.97; N -0.54

# 3
A structure of composition C24H41F3LuO3P2S in a non-equilibrium geometry, computed with ωB97M-V/def2-TZVPD.

Positions of all 75 atoms, in Å:
1 Lu 0.78447 -0.75768 2.35847
2 S 2.56696 1.41884 2.68838
3 P -0.69321 1.77756 -4.23137
4 P 1.49744 -0.23580 -3.70763
5 F 2.42477 1.68655 5.37467
6 F 3.77416 3.11177 4.42664
7 F 4.36279 1.00592 4.63213
8 O 2.87054 -0.07437 2.60972
9 O 3.12509 2.28049 1.69376
10 O 1.05754 1.44453 2.83769
11 C 0.52974 1.17611 -1.23958
12 C 3.23462 -0.36619 -4.24194
13 C 0.65560 -1.93384 4.45475
14 C -1.31500 -1.06204 3.59451
15 C -0.32710 0.10925 5.68866
16 C -1.03691 -2.28694 2.91110
17 C -1.53188 2.61371 -0.51880
18 C -2.66793 0.37743 -0.64703
19 C -0.89117 3.45324 -4.84802
20 C 0.75419 -1.49131 -4.79026
21 C -2.22794 0.00723 -2.10348
22 C -2.50671 -0.18952 3.41504
23 C -0.93090 -0.60218 -2.33630
24 C -0.47068 2.30026 -1.53405
25 C 1.84254 -2.11833 5.32752
26 C 0.19534 -2.81623 3.42286
27 C 1.03776 1.34517 -4.51946
28 C 0.43120 -0.10534 -2.15647
29 C -2.59375 1.82981 -0.26738
30 C -1.83679 -2.86588 1.79788
31 C -1.78319 0.76124 -5.25401
32 C -0.29713 -0.87391 4.58153
33 C 3.33201 1.84246 4.37399
34 C 0.89006 -4.04405 2.95175
35 H -1.01381 2.06763 -2.50987
36 H 0.73516 -1.11709 -5.82157
37 H -1.41369 3.58900 -0.02925
38 H -0.24821 -1.79561 -4.48365
39 H -2.94148 -0.78172 -2.41375
40 H 2.48143 -2.93541 4.97041
41 H 1.69981 2.14163 -4.13253
42 H -1.56353 -0.30824 -5.19197
43 H 1.54355 -2.34774 6.36225
44 H 3.88106 0.33881 -3.70771
45 H 0.47405 -4.39080 1.99735
46 H 3.27649 -0.12652 -5.31883
47 H 0.09840 3.23089 -1.69938
48 H -0.94069 3.39851 -5.94216
49 H -3.71543 0.06036 -0.55469
50 H 0.60616 0.67524 5.74588
51 H -2.11394 -0.26631 0.05991
52 H -2.30387 0.82548 3.78080
53 H 0.38245 0.81770 -0.21100
54 H -3.37571 -0.57798 3.97077
55 H -1.66764 1.10466 -6.28902
56 H 2.45476 -1.20511 5.36293
57 H 3.60713 -1.39058 -4.10776
58 H -2.49060 0.82500 -2.80373
59 H -2.79516 -0.11401 2.35764
60 H 1.19860 1.25015 -5.60774
61 H 1.96372 -3.85893 2.80081
62 H -2.76954 -2.30694 1.65097
63 H -2.82208 0.92190 -4.94083
64 H 1.55124 1.59361 -1.27085
65 H -3.36289 2.16487 0.42994
66 H -1.14661 0.82238 5.55564
67 H -1.82486 3.86739 -4.44590
68 H -1.29347 -2.85703 0.83588
69 H -2.10141 -3.91342 2.00193
70 H -0.47126 -0.39543 6.65722
71 H 1.40687 -2.37368 -4.75363
72 H -0.04735 4.07894 -4.53317
73 H 0.79996 -4.86731 3.67741
74 H 0.97671 -0.89797 -1.60760
75 H -0.97083 -1.66434 -2.58639

Properties
E_tot: -102871.5115 eV
Multiplicity: 1
Lowest unoccupied orbital energy (spin up / spin down): -0.1499 / -0.1499 hartree
Net charge: +1
Orbital gap (spin up / spin down): 0.13922 / 0.13927 Eh

Here are the Mulliken charges for atoms 1 to 2, given in e: Lu 1.63; S 1.08